(1)
This record from the OMol25 dataset describes C2H2O5S as an isolated structure in a non-equilibrium geometry. The level of theory is ωB97M-V with the def2-TZVPD basis set.

Summary:
LUMO energy (alpha / beta): -3.593 / -3.593 eV
F_max: 3.39 eV/Å
energy relative to the best compared isomer or geometry (same formula, charge and spin): 1432.0 kJ/mol
charge: 0
E: -851.14950 a.u.

Each line ends with the Löwdin charge.
Positions of all 10 atoms, in Å:
C 2.734 0.253 1.799  -0.17
C 2.953 0.540 0.654  -0.13
O -2.983 -0.322 -3.397  -0.01
O -1.588 -0.631 -3.484  -0.07
O -0.866 0.449 -3.931  -0.07
O -0.172 1.084 -2.988  -0.04
O 1.380 0.316 -2.933  -0.59
S 2.553 1.027 -2.409  0.95
H 2.377 -0.436 2.502  -0.03
H -3.329 -0.067 -2.475  0.15



(2)
This record from the OMol25 dataset describes a 2-piece molecular cluster, C4H7N3 overall in a non-equilibrium geometry. The level of theory is ωB97M-V with the def2-TZVPD basis set.

Summary:
LUMO energy: 0.814 eV
F_max: 5.58 eV/Å
energy relative to the best compared isomer or geometry (same formula, charge and spin): 527.0 kJ/mol
structure (SMILES): N=C=CNN.C#C
charge: 0
E: -320.68259 a.u.

Each line ends with the Löwdin charge.
Positions of all 14 atoms, in Å:
C -0.632 0.099 -1.969  -0.20
C 0.069 -2.060 3.051  0.01
C 0.485 -2.479 2.035  -0.01
C 0.173 0.158 -0.975  -0.15
N -1.545 -0.023 -2.765  0.15
N 0.167 2.200 0.249  -0.03
N 0.908 1.402 -0.702  -0.13
H -0.464 -1.480 3.754  0.02
H -1.361 -0.227 -3.733  0.06
H 1.131 -2.931 1.389  0.00
H 0.301 -0.634 -0.264  0.08
H -0.751 1.953 0.201  0.01
H 0.621 2.007 1.224  0.12
H 0.897 2.015 -1.496  0.08



(3)
This record from the OMol25 dataset describes one molecule with the formula C22H25N3O4S2. The level of theory is ωB97M-V with the def2-TZVPD basis set.

Summary:
LUMO energy: 0.571 eV
F_max: 0.80 eV/Å
energy relative to the best compared isomer or geometry (same formula, charge and spin): 43.9 kJ/mol
structure (SMILES): CCOC(=O)CSc1nc2sc3c(c2c(=O)n1-c1ccc(OCC)cc1)CCN(C)C3
charge: 0
E: -2114.97764 a.u.

Each line ends with the Löwdin charge.
Positions of all 56 atoms, in Å:
C 3.142 -1.249 -2.653  -0.06
C 2.484 -0.989 -3.999  -0.20
H 2.011 -1.892 -4.392  0.12
H 3.224 -0.612 -4.713  0.12
O 1.422 -0.038 -3.894  -0.06
C 1.761 1.250 -3.877  -0.60
O 2.876 1.674 -4.001  0.11
C 0.539 2.149 -3.801  -0.33
H 0.161 2.331 -4.808  0.09
H 0.817 3.093 -3.333  0.09
S -0.830 1.386 -2.893  1.06
C 0.042 0.997 -1.428  -0.55
N 1.281 1.363 -1.355  0.07
C 1.920 1.063 -0.211  -0.51
C 1.337 0.418 0.872  -0.10
C 2.257 0.231 1.944  -0.20
C 3.487 0.733 1.658  -0.44
S 3.582 1.448 0.066  1.12
C 4.648 0.660 2.600  -0.20
N 4.213 0.416 3.963  -0.22
C 3.737 1.618 4.618  -0.09
H 2.916 2.117 4.086  0.09
H 3.398 1.360 5.620  0.09
H 4.567 2.318 4.705  0.08
C 3.264 -0.683 4.012  -0.18
C 1.953 -0.411 3.258  -0.11
H 1.303 0.251 3.838  0.12
H 1.397 -1.337 3.099  0.12
H 3.761 -1.552 3.572  0.12
H 3.055 -0.906 5.060  0.12
H 5.312 -0.163 2.302  0.13
H 5.233 1.582 2.568  0.12
C -0.042 0.012 0.794  -0.34
O -0.687 -0.567 1.642  0.10
N -0.636 0.348 -0.449  0.06
C -1.990 -0.048 -0.662  -0.28
C -2.286 -1.042 -1.588  -0.03
C -3.591 -1.435 -1.772  0.02
C -4.625 -0.857 -1.028  -0.26
C -4.315 0.131 -0.097  0.00
C -3.003 0.531 0.082  0.01
H -2.767 1.290 0.811  0.13
H -5.081 0.601 0.498  0.11
O -5.868 -1.318 -1.309  -0.05
C -6.975 -0.891 -0.538  -0.24
C -7.028 -1.562 0.831  -0.06
H -7.917 -1.235 1.365  0.08
H -7.065 -2.641 0.711  0.08
H -6.150 -1.313 1.422  0.07
H -7.844 -1.187 -1.131  0.12
H -6.981 0.201 -0.441  0.12
H -3.844 -2.202 -2.486  0.12
H -1.492 -1.502 -2.156  0.12
H 3.899 -2.020 -2.761  0.08
H 3.613 -0.338 -2.291  0.05
H 2.402 -1.579 -1.926  0.08



(4)
This record from the OMol25 dataset describes C28H35N8SV as an isolated structure in a non-equilibrium geometry. The level of theory is ωB97M-V with the def2-TZVPD basis set.

Summary:
LUMO energy (alpha / beta): -3.509 / -3.644 eV
2S+1: 4
F_max: 1.09 eV/Å
energy relative to the best compared isomer or geometry (same formula, charge and spin): 374.2 kJ/mol
charge: +1
E: -2868.04834 a.u.

Each line ends with the Löwdin charge.
Positions of all 73 atoms, in Å:
V 0.236 1.660 -0.318  0.72
N 1.567 -1.275 0.482  0.02
C 1.615 -2.532 -0.287  -0.24
C 1.480 -2.228 -1.772  -0.22
N 0.149 -1.718 -2.048  -0.06
C -0.536 -2.155 -3.253  -0.23
C -2.038 -2.171 -3.014  -0.26
N -2.524 -0.837 -2.654  0.00
H 1.512 -1.481 1.476  0.08
H 2.451 -0.787 0.363  0.06
H 2.530 -3.103 -0.086  0.11
H 0.763 -3.141 0.020  0.10
H 2.269 -1.512 -2.058  0.11
H 1.666 -3.128 -2.361  0.12
H 0.162 -0.707 -1.959  0.06
H -0.288 -1.540 -4.133  0.11
H -0.203 -3.171 -3.480  0.12
H -2.555 -2.507 -3.916  0.11
H -2.246 -2.899 -2.222  0.11
H -3.495 -0.743 -2.930  0.07
H -2.485 -0.733 -1.644  0.04
C -0.451 1.792 -3.293  -0.16
C 1.050 1.708 -3.170  -0.22
C 1.948 1.774 -4.232  0.02
C 3.303 1.721 -3.971  -0.02
C 3.764 1.643 -2.659  0.02
C 2.826 1.595 -1.645  -0.18
N 1.515 1.593 -1.929  0.05
C 3.129 1.597 -0.178  -0.18
C 4.395 1.589 0.389  0.02
C 4.498 1.603 1.772  -0.02
C 3.361 1.622 2.563  0.02
C 2.116 1.633 1.940  -0.18
N 2.044 1.647 0.607  0.03
C 0.792 1.693 2.643  -0.18
C 0.711 1.542 4.014  0.01
C -0.536 1.680 4.625  -0.01
C -1.626 1.971 3.842  0.01
C -1.476 2.079 2.455  -0.30
C -2.669 2.349 1.594  -0.02
N -0.294 1.929 1.870  0.09
H -0.705 2.646 -3.938  0.12
H -2.081 1.756 -2.053  0.10
H -0.847 0.875 -3.741  0.11
H 1.586 1.876 -5.246  0.13
H 4.013 1.767 -4.784  0.12
H 4.822 1.639 -2.444  0.12
H 5.283 1.576 -0.224  0.12
H 5.472 1.605 2.240  0.12
H 3.455 1.645 3.637  0.12
H 1.589 1.326 4.601  0.11
H -0.637 1.565 5.694  0.12
H -2.608 2.101 4.273  0.13
H -3.108 3.316 1.846  0.10
H -3.434 1.591 1.773  0.09
H -2.408 2.374 0.534  0.05
S -1.113 4.641 -1.700  0.66
C -0.682 3.181 -1.190  -0.86
N -1.085 1.931 -1.978  -0.20
N -1.686 -0.914 0.835  0.11
C -2.222 -1.898 1.673  -0.32
C -1.417 -2.903 2.200  -0.05
C -1.970 -3.893 2.996  -0.09
C -3.324 -3.889 3.292  -0.10
C -4.126 -2.885 2.768  -0.09
C -3.586 -1.903 1.957  -0.05
H -2.090 0.003 0.948  0.04
H -0.673 -0.924 0.787  0.03
H -0.357 -2.916 1.978  0.08
H -1.333 -4.671 3.394  0.10
H -3.752 -4.660 3.916  0.10
H -5.185 -2.873 2.985  0.11
H -4.224 -1.141 1.526  0.10



(5)
This record from the OMol25 dataset describes one molecule with the formula C2H3NO2S2 in a non-equilibrium geometry. The level of theory is ωB97M-V with the def2-TZVPD basis set.

Summary:
LUMO energy: 0.432 eV
F_max: 2.76 eV/Å
energy relative to the best compared isomer or geometry (same formula, charge and spin): 182.1 kJ/mol
structure (SMILES): O=S1(=O)C=CSN1
charge: 0
E: -1079.55144 a.u.

Each line ends with the Löwdin charge.
Positions of all 10 atoms, in Å:
C 0.876 1.184 -0.278  -0.47
C -0.206 0.725 -0.891  -0.23
N 0.669 -1.140 0.827  -0.44
O -1.871 -0.316 0.873  -0.30
O -1.192 -1.785 -0.972  -0.29
S 1.577 0.274 1.006  0.89
S -0.894 -0.705 -0.097  0.63
H 1.397 2.099 -0.508  0.08
H -0.755 1.188 -1.682  0.09
H 0.399 -1.524 1.723  0.04



(6)
This record from the OMol25 dataset describes C17H31BeN3P2 as an isolated structure in a non-equilibrium geometry. The level of theory is ωB97M-V with the def2-TZVPD basis set.

Summary:
LUMO energy: -1.207 eV
F_max: 3.11 eV/Å
energy relative to the best compared isomer or geometry (same formula, charge and spin): 190.3 kJ/mol
charge: 0
E: -1527.96129 a.u.

Each line ends with the Löwdin charge.
Positions of all 54 atoms, in Å:
P -0.023 -2.115 -1.305  0.87
P 0.076 1.024 -2.139  0.89
C -0.508 -1.531 -3.029  -0.43
C 0.191 -0.253 -3.483  -0.42
H -1.596 -1.384 -3.006  0.07
H -0.267 -2.358 -3.705  0.07
H 1.253 -0.424 -3.715  0.08
H -0.292 0.163 -4.380  0.08
C -1.448 1.911 -2.719  -0.27
H -1.656 2.778 -2.076  0.04
H -2.322 1.250 -2.717  0.05
H -1.236 2.258 -3.743  0.04
C 1.250 2.319 -2.724  -0.26
H 0.800 2.901 -3.537  0.04
H 2.170 1.847 -3.081  0.04
H 1.493 3.008 -1.907  0.04
C -1.104 -3.591 -1.287  -0.28
H -1.008 -4.125 -0.343  0.00
H -0.832 -4.258 -2.113  0.05
H -2.138 -3.230 -1.360  0.05
C 1.612 -2.835 -1.790  -0.27
H 2.376 -2.044 -1.838  0.03
H 1.520 -3.313 -2.780  0.04
H 1.918 -3.587 -1.048  0.04
Be -0.361 -1.773 2.155  0.16
C 0.534 3.424 1.608  -0.10
C -0.673 3.346 1.026  -0.10
C -1.338 2.044 0.691  -0.21
C -1.221 0.872 1.683  -0.19
C -0.440 -0.288 1.072  -0.28
C 0.916 -0.046 0.711  -0.08
C 1.564 1.256 0.645  -0.20
C 1.439 2.239 1.835  -0.17
C -0.150 -3.407 1.827  -0.17
H 0.964 4.364 2.006  0.11
H -1.260 4.245 0.788  0.11
H -0.935 1.677 -0.272  0.01
H -2.394 2.240 0.463  0.12
H -0.818 1.143 2.660  0.10
H -2.243 0.534 1.905  0.12
H -1.105 -0.794 0.314  0.09
H 1.534 -0.907 0.395  0.09
H 1.210 1.780 -0.257  0.04
H 2.642 1.112 0.477  0.12
H 1.152 1.689 2.752  0.12
H 2.464 2.642 1.984  0.12
H 0.662 -3.841 2.420  0.01
H 0.028 -3.715 0.805  -0.07
H -1.077 -3.865 2.216  0.02
N -0.417 -1.406 3.737  0.16
C -0.374 -0.916 4.815  -0.25
N -0.235 -0.555 6.031  0.08
C -0.183 0.711 6.430  -0.39
N -0.116 1.785 6.902  0.08